91
Properties=species:S:1:pos:R:3:forces:R:3:lowdin_spin:R:1 method="wB97M-V/def2-TZVPD" lumo_ev="-4.8326 / -4.8331" s2=2.01 spin_multiplicity=3 homo_lumo_gap_ev="6.08 / 6.80" total_charge=+1
C -2.7581 -0.0822 5.7487 0.22 0.33 -1.29 0.0000
C -3.7711 1.0158 5.2339 -1.06 -0.21 0.70 0.0000
N -5.0077 0.9482 5.6025 1.86 -0.11 -0.51 0.0000
C -3.3759 2.2074 4.2680 0.79 -0.65 -0.90 0.0000
C -2.2095 1.8182 3.2737 0.94 -1.52 -1.31 0.0000
C -1.0722 2.7351 2.9638 0.91 -2.53 -1.91 0.0002
C -0.0030 2.3017 1.9974 -2.33 -0.24 1.55 0.0000
C -0.0489 0.9508 1.3643 -0.34 -1.19 -0.25 0.0000
C 0.9984 0.4311 0.4273 -1.96 0.11 1.28 -0.0001
N 0.8796 -0.8344 -0.1236 -0.78 1.24 1.30 0.0000
Cl 2.1230 -1.3690 -1.1788 -0.43 0.15 0.34 -0.0001
C -0.1738 -1.7428 0.1467 -2.33 1.36 2.13 0.0002
C -1.2755 -1.3629 1.0748 3.13 0.47 -2.01 0.0000
C -2.3736 -2.4402 1.3402 1.04 0.47 0.70 0.0000
S -4.0722 -1.9597 0.8138 -2.49 -1.65 -4.28 0.0000
O -4.1020 -0.9232 -0.2230 1.06 -0.22 2.44 0.0000
O -4.7250 -3.1813 0.2945 1.39 1.34 2.13 0.0000
C -1.2030 0.0084 1.6849 -0.66 0.67 0.65 0.0000
C -2.2642 0.4840 2.6191 1.63 1.61 -0.15 0.0001
H -2.9576 -0.4097 6.8060 0.24 0.70 -1.04 0.0000
H -1.7044 0.2786 5.5740 -0.96 -0.56 0.55 0.0000
H -2.8969 -1.0063 5.0981 0.22 1.07 0.75 0.0000
H -5.0709 0.1361 6.2346 -0.37 0.40 -0.15 0.0000
H -3.0890 3.1456 4.8159 -0.28 -1.02 -0.29 0.0000
H -4.2647 2.4570 3.6132 0.80 -0.31 0.94 0.0000
H -1.0221 3.7406 3.4675 0.06 -1.24 -0.77 0.0001
H 0.8254 3.0271 1.7759 -0.90 -0.89 0.15 -0.0003
H 1.8765 1.0948 0.1958 -0.94 -1.18 -0.05 0.0000
H -0.1435 -2.7427 -0.3580 0.20 1.19 0.47 0.0002
H -2.1406 -3.4132 0.8047 -0.46 1.29 0.45 0.0000
H -2.4097 -2.6744 2.4443 -0.09 0.24 -1.05 0.0000
H -4.7923 -1.5750 1.9495 0.90 -0.07 -0.46 0.0000
H -3.1226 -0.2060 2.8532 1.06 0.96 -0.24 0.0000
C 4.2958 -7.2378 -1.6992 0.10 -0.06 -0.34 0.0017
C 2.8745 -7.0941 -1.1050 2.05 -0.68 0.54 0.0251
C 2.1483 -8.4475 -1.1885 -0.44 -0.01 -0.27 0.0142
C 1.7367 -8.8143 -2.6105 0.05 0.03 -0.04 0.0009
C 0.9192 -7.6943 -3.2451 -0.05 -0.29 0.46 0.0141
C 1.5854 -6.3080 -3.1592 0.38 0.41 -2.18 0.0253
N 2.1285 -6.0019 -1.8016 -3.44 -0.90 1.79 0.3482
O 1.0934 -5.6577 -1.0194 1.57 0.40 -0.85 0.5616
C 2.7185 -6.1983 -4.2038 0.30 -0.25 -0.04 0.0020
C 0.5545 -5.2597 -3.6343 -0.21 0.14 0.73 -0.0011
C 3.1362 -6.7641 0.3797 -0.59 0.44 0.07 -0.0008
H 4.9565 -7.7663 -1.0077 -0.23 0.07 0.09 -0.0004
H 4.3282 -7.8175 -2.6198 -0.06 0.12 -0.03 0.0000
H 4.7473 -6.2609 -1.8889 -0.09 -0.03 -0.01 0.0013
H 1.2513 -8.4295 -0.5592 0.05 0.19 0.00 0.0026
H 2.7852 -9.2399 -0.7844 0.13 0.24 0.06 0.0011
H 2.6142 -9.0394 -3.2235 0.01 0.03 0.04 0.0003
H 1.1400 -9.7303 -2.5902 0.05 0.05 -0.03 0.0009
H 0.7198 -7.9470 -4.2909 0.07 0.27 0.01 0.0011
H -0.0579 -7.6644 -2.7491 0.08 0.18 0.04 0.0024
H 3.2893 -5.2758 -4.0710 -0.04 -0.06 0.07 0.0014
H 2.3127 -6.1829 -5.2180 -0.16 0.02 0.17 -0.0004
H 3.4133 -7.0348 -4.1860 0.03 0.05 0.10 0.0000
H -0.3786 -5.3035 -3.0685 0.18 0.01 0.11 -0.0006
H 0.2843 -5.4288 -4.6792 0.26 -0.16 0.09 -0.0003
H 0.9560 -4.2449 -3.5584 0.03 -0.07 0.03 0.0002
H 3.6785 -5.8191 0.4820 -0.06 -0.05 -0.05 0.0003
H 3.7438 -7.5432 0.8459 0.00 -0.02 -0.32 -0.0003
H 2.2203 -6.6992 0.9694 -0.02 0.10 -0.19 -0.0008
C 0.8922 6.8941 -2.5317 -0.09 0.30 -0.11 0.0015
C 0.5549 6.0108 -1.3073 0.49 -0.09 -2.09 0.0255
C -0.9340 5.6262 -1.3510 -0.26 0.15 0.36 0.0140
C -1.8588 6.7925 -1.0194 0.01 0.04 0.00 0.0008
C -1.4774 7.4260 0.3144 -0.10 -0.51 -0.19 0.0142
C 0.0128 7.8002 0.4254 -0.15 2.29 0.15 0.0253
N 0.9260 6.7139 -0.0416 -1.79 -2.67 2.16 0.3502
O 0.9909 5.7967 0.9259 0.64 1.02 -0.95 0.5597
C 0.2962 9.0910 -0.3749 -0.08 0.06 -0.39 0.0017
C 0.2870 8.2151 1.8881 0.27 -0.68 0.16 -0.0010
C 1.4004 4.7401 -1.5358 0.17 -0.09 0.64 -0.0008
H 0.9549 6.2926 -3.4422 -0.02 -0.12 0.21 -0.0004
H 0.1402 7.6513 -2.7445 0.06 0.03 0.12 0.0000
H 1.8580 7.3898 -2.4091 -0.08 -0.02 0.07 0.0012
H -1.1307 4.8123 -0.6428 0.17 0.04 0.07 0.0027
H -1.1913 5.2352 -2.3400 0.27 0.03 0.00 0.0010
H -1.8400 7.5418 -1.8156 0.05 -0.04 0.00 0.0003
H -2.8906 6.4335 -0.9673 0.05 0.05 -0.03 0.0009
H -2.0968 8.3129 0.4778 0.26 0.06 0.07 0.0011
H -1.7404 6.7214 1.1127 0.19 0.01 0.02 0.0025
H 1.3676 9.2999 -0.4192 -0.05 -0.10 0.01 0.0013
H -0.1810 9.9535 0.0961 0.00 -0.20 0.13 -0.0004
H -0.0897 9.0700 -1.3917 0.08 -0.07 -0.01 0.0000
H 0.0032 7.4403 2.6036 0.15 -0.06 -0.16 -0.0006
H -0.2939 9.1016 2.1537 -0.01 -0.06 -0.33 -0.0003
H 1.3421 8.4550 2.0417 -0.05 -0.07 -0.05 0.0002
H 2.4688 4.9749 -1.5403 -0.09 0.01 0.06 0.0002
H 1.1599 4.2859 -2.5003 -0.13 0.30 0.02 -0.0003
H 1.2219 3.9688 -0.7830 0.00 0.19 0.12 -0.0008

---

97
Properties=species:S:1:pos:R:3:forces:R:3:lowdin_spin:R:1 method="wB97M-V/def2-TZVPD" lumo_ev="0.2553 / 0.2552" s2=0.85 spin_multiplicity=2 homo_lumo_gap_ev="8.02 / 8.21" e_above_lowest_kcal_mol=7.8
Co 0.4709 -0.1119 -0.4495 -0.16 0.02 -0.34 1.0218
N -2.3988 -1.9144 2.6719 -0.10 -0.31 -0.29 0.0000
C -1.0614 -2.2527 2.0198 -0.06 0.02 -0.02 -0.0003
C -0.5856 -3.5570 2.6585 -0.02 0.01 0.08 0.0000
P -1.4529 -2.5118 0.2160 -0.05 0.10 0.05 0.0012
O -0.4526 -3.6914 -0.1845 -0.33 -0.22 0.03 0.0004
O -2.8667 -2.9637 0.2392 0.03 -0.09 -0.06 -0.0004
O -1.1026 -1.2811 -0.5910 -0.02 -0.05 0.09 -0.0044
P 0.0269 -0.8424 2.5725 0.29 -0.14 0.08 0.0039
O 1.4797 -1.5203 2.5570 -0.22 0.15 0.42 -0.0002
O -0.4686 -0.5753 3.9514 0.02 -0.04 -0.04 0.0033
O 0.0155 0.2861 1.5737 -0.16 0.07 -0.01 0.0311
H -2.8130 -2.7590 3.0705 0.06 0.10 -0.12 0.0000
H -3.0620 -1.5721 1.9613 0.11 0.03 0.23 0.0000
H -2.1763 -1.2394 3.4197 0.00 0.18 0.18 0.0000
H -1.2929 -4.3611 2.4397 0.00 -0.02 -0.01 0.0000
H -0.4823 -3.4348 3.7392 0.00 0.01 0.01 0.0000
H 0.3804 -3.8427 2.2571 0.00 0.00 0.00 0.0000
H 0.3829 -3.3063 -0.4824 0.22 0.04 0.00 0.0001
H 1.8543 -1.4991 1.6631 0.16 -0.11 -0.50 0.0000
N 1.6762 -1.5913 -0.4908 -0.02 0.29 0.33 -0.0577
C 1.7768 -2.1841 -1.6062 0.08 -0.05 -0.11 -0.0059
C 2.6983 -3.3571 -1.7827 0.03 0.02 -0.06 -0.0035
C 3.2014 -3.7005 -3.0348 0.02 0.01 0.03 0.0000
C 4.0902 -4.7575 -3.1719 -0.01 0.01 -0.01 -0.0003
C 4.4742 -5.4929 -2.0608 -0.03 0.03 0.03 0.0003
C 3.9706 -5.1616 -0.8086 -0.01 0.00 -0.03 -0.0001
C 3.0936 -4.0988 -0.6723 0.01 0.02 0.02 -0.0007
C 0.9085 -1.8001 -2.7767 0.10 -0.02 -0.06 0.0051
C 0.1530 -2.7669 -3.4343 0.00 0.00 -0.05 -0.0004
C -0.7751 -2.3971 -4.3947 0.00 -0.04 0.02 0.0060
C -0.9488 -1.0599 -4.7259 0.04 0.06 0.04 0.0011
C -0.1856 -0.0910 -4.0907 -0.02 -0.07 -0.03 0.0061
C 0.7365 -0.4640 -3.1240 0.10 0.03 0.02 0.0084
H 2.9044 -3.1288 -3.9045 0.00 0.00 -0.03 0.0001
H 4.4831 -5.0073 -4.1489 0.00 0.00 -0.01 -0.0001
H 5.1604 -6.3222 -2.1689 0.02 -0.02 0.00 0.0000
H 4.2618 -5.7354 0.0611 0.01 -0.01 0.02 0.0000
H 2.7066 -3.8194 0.2998 0.01 -0.02 0.02 -0.0005
H 0.2733 -3.8102 -3.1688 -0.02 0.00 0.00 -0.0002
H -1.3747 -3.1562 -4.8792 -0.01 -0.02 -0.01 0.0003
H -1.6752 -0.7759 -5.4757 -0.01 0.01 -0.02 0.0000
H -0.3078 0.9540 -4.3420 -0.01 0.04 0.00 0.0003
H 1.3346 0.2991 -2.6283 -0.03 -0.06 -0.08 0.0040
C -6.3348 -1.7207 0.6646 0.00 0.01 -0.01 0.0000
C -5.2164 -0.7321 0.4977 -0.04 0.02 0.02 0.0000
C -4.8289 0.0994 1.5446 -0.02 -0.02 -0.03 0.0000
C -3.7545 0.9704 1.3982 0.02 0.08 -0.02 0.0000
C -3.0923 1.0256 0.1832 0.04 -0.02 0.11 -0.0002
C -3.4696 0.2166 -0.8782 -0.02 0.06 -0.09 0.0000
C -4.5289 -0.6531 -0.7128 0.02 0.04 -0.04 0.0000
S -1.6861 2.1108 0.0535 -0.20 -0.01 -0.02 0.0010
C -2.4928 3.4163 -0.8747 0.12 -0.01 -0.01 0.0008
O -0.7378 1.5235 -0.9730 0.03 -0.16 0.11 0.0008
H -6.5588 -1.8921 1.7163 -0.03 0.01 0.03 0.0000
H -6.0696 -2.6744 0.2104 0.03 -0.02 -0.01 0.0000
H -7.2452 -1.3598 0.1826 -0.02 0.00 -0.01 0.0000
H -5.3563 0.0496 2.4909 0.01 0.01 0.00 0.0000
H -3.4288 1.5921 2.2248 0.02 -0.03 0.02 0.0000
H -2.8910 0.2246 -1.7940 -0.02 0.00 0.03 0.0000
H -4.7943 -1.3249 -1.5180 0.00 -0.02 0.00 0.0000
H -2.8671 2.9999 -1.8072 -0.01 -0.01 -0.04 0.0000
H -1.7495 4.1898 -1.0659 -0.02 -0.02 0.00 0.0000
H -3.3064 3.8136 -0.2717 -0.03 0.02 0.02 0.0002
C 2.8895 3.2139 3.3991 -0.03 0.03 -0.03 -0.0001
Si 2.3927 4.1946 1.8898 0.09 0.01 0.05 -0.0007
C 1.3078 5.6399 2.3841 -0.01 -0.02 -0.03 -0.0002
C 3.9216 4.8231 1.0031 -0.04 -0.03 0.00 -0.0001
C 1.4001 3.0851 0.7488 0.14 0.02 0.01 -0.0026
Te 2.4976 1.4118 0.0087 -0.02 0.15 0.05 -0.0143
C 3.1329 2.3878 -1.7819 0.00 -0.08 -0.10 -0.0022
Si 4.7496 1.6951 -2.4603 0.02 0.05 0.02 -0.0002
C 6.0932 2.0124 -1.1990 0.01 0.01 -0.03 -0.0001
C 4.5806 -0.1375 -2.7636 -0.03 0.00 -0.02 0.0000
C 5.1379 2.6014 -4.0508 -0.02 -0.01 0.01 -0.0001
H 3.4275 3.8446 4.1093 0.02 0.00 0.02 0.0000
H 3.5388 2.3778 3.1338 0.01 -0.02 0.00 -0.0001
H 2.0120 2.8074 3.9056 -0.01 -0.03 0.01 0.0000
H 1.8272 6.3213 3.0600 0.02 0.00 0.02 0.0000
H 0.4106 5.2835 2.8934 -0.03 0.01 0.02 0.0000
H 0.9942 6.2137 1.5097 -0.02 0.02 -0.02 0.0000
H 4.5218 5.4504 1.6648 0.00 0.01 0.02 0.0000
H 3.6606 5.4220 0.1280 0.00 0.01 -0.03 0.0000
H 4.5532 3.9938 0.6755 0.01 0.00 -0.01 -0.0001
H 1.0110 3.6033 -0.1297 -0.01 -0.02 -0.02 0.0000
H 0.5674 2.6238 1.2795 0.03 0.03 0.09 -0.0002
H 3.2810 3.4377 -1.5245 0.00 0.03 0.07 -0.0002
H 2.3162 2.3338 -2.5051 0.01 0.01 0.02 -0.0001
H 5.8662 1.5310 -0.2461 0.00 0.00 0.02 -0.0001
H 6.2246 3.0812 -1.0177 -0.01 0.02 0.01 0.0000
H 7.0475 1.6180 -1.5534 0.03 -0.01 0.00 0.0000
H 4.3322 -0.6691 -1.8430 -0.04 -0.07 0.06 0.0000
H 5.5133 -0.5615 -3.1408 0.02 0.01 -0.01 0.0000
H 3.7975 -0.3519 -3.4940 -0.03 -0.02 -0.01 0.0000
H 5.2392 3.6735 -3.8721 0.00 0.02 -0.01 0.0000
H 4.3464 2.4557 -4.7880 -0.02 0.00 -0.03 0.0000
H 6.0718 2.2474 -4.4906 0.03 -0.02 -0.01 0.0000

---

Number 1: molar mass 610.29 g/mol. Number 2: molar mass 899.47 g/mol.